Entry 1:
Here is a cluster of 2 separate species, C3H11O in total from OMol25. Energies are from ωB97M-V/def2-TZVPD.

Results
molar mass: 63.12 g mol⁻¹
largest force on an atom: 0.0477 Eh/bohr
net charge: +1
highest occupied orbital energy: -15.66 eV
HOMO-LUMO gap: 10.79 eV
relative energy (zero: lowest compared OMol25 entry of this formula, charge and spin): 0.262 eV

Atoms and positions in Å:
O -1.53924 -1.95412 -0.04329
H -1.41483 -2.67022 -0.69103
H -1.97305 -2.27751 0.77022
H -0.95416 -1.15858 -0.06630
C -0.39562 1.11834 -0.74923
C 0.63138 0.26935 0.04325
C 1.68934 1.09105 0.72440
H 0.02206 1.47153 -1.69692
H -0.62315 2.03113 -0.19966
H -1.31741 0.58155 -0.98204
H 0.90711 -0.55354 -0.62469
H 0.02160 -0.25944 0.81689
H 1.21591 1.89708 1.24505
H 2.28330 0.49893 1.42438
H 2.38779 1.49320 -0.00416

Cartesian forces, eV/Å:
-0.9462 -0.9986 -0.2933
0.2672 0.2289 -0.1756
0.3075 0.5114 0.1234
0.4492 0.2762 0.3912
0.7989 0.4657 -0.1129
-2.3285 -0.6019 -0.4943
0.8414 -0.8678 -0.2954
0.0078 -0.2337 0.0487
-0.3405 -0.1546 0.1405
-0.1485 0.0981 -0.0269
1.0116 0.1807 0.0153
0.3983 0.3417 0.4175
-0.1789 0.5039 0.3795
-0.1230 0.0822 -0.0028
-0.0163 0.1676 -0.1148

Mulliken population analysis, charges in e, atoms 1 to 4: number 1, O, carries -0.35; number 2, H, carries 0.41; number 3, H, carries 0.42; number 4, H, carries 0.31



Entry 2:
Here is a cluster of 3 separate species, C3H11O3 in total from OMol25. Energies are from ωB97M-V/def2-TZVPD.

Results
molar mass: 95.12 g mol⁻¹
largest force on an atom: 0.0837 Eh/bohr
net charge: -1
highest occupied orbital energy: -3.46 eV
HOMO-LUMO gap: 7.62 eV
relative energy (zero: lowest compared OMol25 entry of this formula, charge and spin): 1.538 eV

Atoms and positions in Å:
C 0.01425 -0.38160 -0.00875
O 0.61918 -0.17787 1.29513
C -1.34739 0.36599 0.14456
C -2.55200 -0.11870 -0.78523
H 0.69739 -0.03644 -0.83176
H -0.31918 -1.42137 -0.19887
H -1.76755 0.17178 1.20954
H -1.12647 1.44968 -0.13456
H -3.44289 0.22343 -0.23899
H -2.38164 0.30669 -1.83267
H -2.49425 -1.22396 -0.84318
H 2.19382 2.28918 0.22058
H 1.51264 0.94218 0.98267
O 2.09697 1.82858 1.13294
H 2.18522 -1.26812 0.42800
H 3.49000 -1.41371 -0.17885
O 2.62191 -1.53573 -0.36054

Cartesian forces, eV/Å:
-0.9600 0.6730 2.6952
0.5095 -1.0115 -2.5135
-0.8734 0.2997 -0.8977
2.0459 0.5629 -0.1686
-0.8808 -0.1450 0.3432
0.7248 -0.1808 -0.0389
1.3622 0.7779 -1.5824
-0.6407 -1.0416 1.1021
-0.1298 -0.1690 -0.9207
-0.8108 -0.5368 1.3053
-0.3619 0.4876 0.0033
-0.2911 -1.3201 2.3913
-0.0061 0.4704 1.0419
0.3511 1.0512 -2.8595
-1.5073 0.8606 1.5888
4.2020 0.5993 0.7173
-2.7336 -1.3779 -2.2070

Mulliken population analysis, charges in e, atoms 1 to 4: number 1, C, carries -0.53; number 2, O, carries -0.91; number 3, C, carries -0.14; number 4, C, carries -0.99



Entry 3:
Here is a cluster of 2 separate species, C3H11O5P in total from OMol25. Energies are from ωB97M-V/def2-TZVPD.

Results
molar mass: 158.09 g mol⁻¹
largest force on an atom: 0.0542 Eh/bohr
net charge: 0
highest occupied orbital energy: -10.82 eV
HOMO-LUMO gap: 11.37 eV
relative energy (zero: lowest compared OMol25 entry of this formula, charge and spin): 0.000 eV

Atoms and positions in Å:
O -0.92351 -1.33040 -0.65899
O -3.13049 -0.02838 -0.06061
O -1.52077 -0.51785 1.64538
O -1.00940 1.23441 -0.00488
C -0.29145 -0.24272 2.32084
C 1.40776 1.38577 -0.16581
C 0.08695 1.40931 -0.89401
P -1.56939 -0.22118 0.11528
H -3.41975 0.17284 -0.99113
H 0.55570 -0.72292 1.80281
H -0.39482 -0.69600 3.32107
H -0.06696 0.83034 2.44237
H 2.20425 1.66286 -0.87676
H 1.67915 0.42898 0.31115
H 1.34665 2.16298 0.61446
H 0.01134 0.68844 -1.73071
H 0.04822 2.42883 -1.32359
O 1.73574 -2.96679 -2.34070
H 2.38636 -2.88997 -1.60650
H 0.86443 -2.78855 -1.91966

Cartesian forces, eV/Å:
-0.6039 1.9723 0.2891
-0.6078 0.1893 -1.3355
-0.0628 0.5274 0.9826
0.3485 0.4121 -0.5074
0.5025 -0.5104 0.8057
0.4521 0.0075 0.3073
0.9679 0.7383 -1.2905
-0.1102 -2.7176 -0.6030
0.5143 -0.4035 1.3530
-0.3648 0.0958 0.1938
0.0983 0.2267 -0.4784
-0.4234 -0.3498 -0.2471
-0.2424 -0.1164 0.3250
-0.2407 0.3262 -0.3534
0.2611 -0.2931 -0.1948
0.1976 0.2712 0.5256
-0.5834 -0.4821 0.1678
-0.0916 0.2386 1.1363
-0.7931 -0.0841 -0.7769
0.7817 -0.0484 -0.2992

Mulliken population analysis, charges in e, atoms 1 to 4: number 1, O, carries -0.55; number 2, O, carries -0.53; number 3, O, carries -0.33; number 4, O, carries -0.25



Entry 4:
Here is an isolated molecule of C3H11P3 from OMol25. Energies are from ωB97M-V/def2-TZVPD.

Results
molar mass: 140.04 g mol⁻¹
largest force on an atom: 0.0644 Eh/bohr
net charge: 0
highest occupied orbital energy (spin up / spin down): -6.80 / -6.80 eV
HOMO-LUMO gap (spin up / spin down): 6.90 / 6.90 eV
relative energy (zero: lowest compared OMol25 entry of this formula, charge and spin): 2.749 eV

Atoms and positions in Å:
C 1.78846 0.85735 -0.62834
C 1.62485 -1.30926 0.69133
C 0.96192 -0.05264 0.20658
P -2.96011 -0.73530 -0.82792
P -1.26322 2.04302 0.30271
P -0.77245 0.02197 0.25769
H 2.18240 0.44742 -1.65825
H 2.68457 1.25862 -0.08342
H 1.09391 1.81364 -0.78242
H 2.28258 -1.09977 1.59846
H 0.96003 -2.09333 1.13813
H 2.35385 -1.51458 -0.05756
H -3.13750 -1.57650 0.31597
H -2.21626 -1.76641 -1.71184
H -2.51856 1.77432 0.83970
H -1.91751 2.32244 -1.06367
H -1.14697 -0.39099 1.46284

Cartesian forces, eV/Å:
-0.7482 2.0552 -1.4804
0.2939 0.6817 2.3875
-1.4582 -0.5366 0.7742
2.0000 -1.1633 -0.6751
-0.7094 2.8933 -1.4507
1.0980 -0.6577 -2.5934
-0.8885 0.7059 1.7815
-0.7134 -0.5816 -0.2555
1.7462 -1.7148 -0.2915
-0.6006 0.2886 -0.8337
0.5578 0.3039 -1.2709
0.3156 -1.5698 -0.6634
0.0552 -0.1346 -0.3992
-1.0875 1.1136 1.3213
-0.4271 -0.1146 0.3217
0.9796 -0.7643 1.5890
-0.4134 -0.8049 1.7386

Mulliken population analysis, charges in e, atoms 1 to 4: number 1, C, carries -0.99; number 2, C, carries -1.37; number 3, C, carries 0.54; number 4, P, carries -0.16



Entry 5:
Here is a structure of composition C3H12BaO3 from OMol25. Energies are from ωB97M-V/def2-TZVPD.

Results
molar mass: 233.45 g mol⁻¹
largest force on an atom: 0.2564 Eh/bohr
net charge: +2
highest occupied orbital energy: -19.53 eV
HOMO-LUMO gap: 12.21 eV
relative energy (zero: lowest compared OMol25 entry of this formula, charge and spin): 2.520 eV

Atoms and positions in Å:
Ba -5.19870 -15.97453 -9.19130
C -5.24904 -13.56962 -10.82711
O -4.88425 -14.94624 -10.90949
H -5.40603 -13.27543 -9.78936
H -4.40593 -12.98015 -11.18739
H -6.25630 -13.41901 -11.21550
H -4.32239 -15.04688 -11.68135
C -7.31353 -15.54970 -11.32351
O -7.08578 -15.18546 -9.91983
H -6.95300 -14.71191 -11.92037
H -6.72387 -16.42283 -11.60287
H -8.36334 -15.73435 -11.55128
H -7.84385 -14.71919 -9.55991
C -2.63465 -14.60129 -9.60502
O -3.27926 -15.50358 -8.73341
H -2.13307 -13.76309 -9.12134
H -1.91999 -15.18770 -10.18250
H -3.28076 -14.19105 -10.38112
H -2.58917 -16.11327 -8.46203

Cartesian forces, eV/Å:
-5.7428 -9.1936 7.5019
-0.3540 1.5437 0.4927
0.8491 3.3223 -7.1132
0.5026 -0.2196 0.4267
-0.6782 0.3632 -0.4338
0.7994 0.5074 -0.7292
0.0693 -0.1958 -0.7760
-0.7244 0.4576 -0.5032
-4.4232 1.1418 -1.9502
-0.5206 -0.4963 -0.2769
-0.1795 -0.1652 0.3710
0.0927 -0.0547 0.3558
-0.6175 0.2024 -0.0959
2.4048 1.4997 -1.7883
6.9806 1.7539 2.0020
-0.0160 -0.3174 0.3705
0.4229 0.2420 0.1071
0.6471 -0.0726 1.2835
0.4877 -0.3187 0.7555

Mulliken population analysis, charges in e, atoms 1 to 4: number 1, Ba, carries 1.75; number 2, C, carries -0.82; number 3, O, carries -0.84; number 4, H, carries 0.44



Entry 6:
Here is a cluster of 2 separate species, C3H12N2 in total from OMol25. Energies are from ωB97M-V/def2-TZVPD.

Results
molar mass: 76.14 g mol⁻¹
largest force on an atom: 0.0438 Eh/bohr
net charge: 0
highest occupied orbital energy: -9.57 eV
HOMO-LUMO gap: 10.52 eV
relative energy (zero: lowest compared OMol25 entry of this formula, charge and spin): 0.393 eV

Atoms and positions in Å:
C 1.00662 -2.63786 -2.09617
C 0.56925 -1.92575 -0.77540
H 0.54663 -3.61318 -2.12194
H 2.07524 -2.45375 -2.21036
H 0.57774 -2.01540 -2.88106
H 1.27143 -2.02422 0.04961
H 0.39496 -0.89033 -1.06436
H -0.34806 -2.37911 -0.38281
N -0.81326 0.81704 1.15979
C -0.24548 2.18624 1.21354
N -1.01791 3.19996 1.87096
H -0.06114 0.16897 0.99123
H -1.38069 0.66393 0.32900
H 0.72383 2.02981 1.69877
H -0.07487 2.57693 0.20442
H -1.80451 3.42070 1.25968
H -1.41978 2.87600 2.75509

Cartesian forces, eV/Å:
-0.5590 1.9487 0.9823
-0.2908 -0.6235 -0.5196
0.7995 -0.5429 -0.3468
0.0767 -1.1013 -0.0925
-0.2351 -0.3880 -0.3087
0.3242 0.2106 -0.1622
-0.0082 0.1474 0.6664
-0.0946 0.3382 -0.2430
-0.3312 0.2045 -0.2742
0.4552 -0.7789 -0.4742
-0.8078 -0.1325 0.1634
0.3948 -0.2138 0.3241
-0.3020 0.3947 0.1845
-0.1044 0.4567 0.0448
0.2663 -0.0367 0.0462
0.1298 0.1208 0.3613
0.2869 -0.0040 -0.3518

Mulliken population analysis, charges in e, atoms 1 to 4: number 1, C, carries -0.90; number 2, C, carries -0.78; number 3, H, carries 0.29; number 4, H, carries 0.29



Entry 7:
Here is a cluster of 2 separate species, C3H12N2O in total from OMol25. Energies are from ωB97M-V/def2-TZVPD.

Results
molar mass: 92.14 g mol⁻¹
largest force on an atom: 0.0234 Eh/bohr
net charge: 0
highest occupied orbital energy: -9.42 eV
HOMO-LUMO gap: 10.31 eV
relative energy (zero: lowest compared OMol25 entry of this formula, charge and spin): 0.199 eV

Atoms and positions in Å:
C -1.56896 -0.54925 0.26357
C -0.42344 0.02944 -0.60964
C 0.84012 -0.81280 -0.53824
N 2.06279 0.03598 -0.56697
N -2.88952 0.00616 0.05032
H -1.20221 -0.31731 1.26360
H -1.60250 -1.63408 0.15212
H -0.21772 1.02711 -0.20623
H -0.65429 0.28705 -1.64748
H 0.91214 -1.29162 0.44397
H 0.84118 -1.61941 -1.27272
H 2.28063 0.28239 -1.52314
H 2.83566 -0.52470 -0.23651
H -2.81418 1.02076 0.03104
H -3.26282 -0.27777 -0.83609
H 1.89138 1.04156 1.12952
H 1.02664 1.75852 2.13020
O 1.94510 1.53798 1.97267

Cartesian forces, eV/Å:
0.8604 0.1112 -0.8369
-0.0444 0.5230 -0.0176
0.5803 0.4112 0.8755
-0.4909 -0.5238 -0.2992
0.2152 0.4641 0.5229
-0.4589 -0.2891 0.3345
-0.1147 -0.0232 0.0730
0.2701 -0.0777 0.1995
-0.4750 -0.5813 -0.1140
-0.3669 -0.1113 -0.0228
-0.0288 0.0311 -0.1789
0.0840 0.2509 -0.0547
0.2412 -0.0333 -0.0444
-0.2061 -0.1436 0.0125
-0.1052 -0.1321 -0.3877
0.3670 0.2842 0.0160
-0.1842 0.2018 0.2801
-0.1432 -0.3621 -0.3577

Mulliken population analysis, charges in e, atoms 1 to 4: number 1, C, carries -0.65; number 2, C, carries -0.32; number 3, C, carries -0.70; number 4, N, carries -0.64



Entry 8:
Here is a cluster of 2 separate species, C3H12N2O in total from OMol25. Energies are from ωB97M-V/def2-TZVPD.

Results
molar mass: 92.14 g mol⁻¹
largest force on an atom: 0.0233 Eh/bohr
net charge: 0
highest occupied orbital energy: -9.61 eV
HOMO-LUMO gap: 10.54 eV
relative energy (zero: lowest compared OMol25 entry of this formula, charge and spin): 0.240 eV

Atoms and positions in Å:
C 1.50137 -0.01549 1.54236
C 1.09938 0.15108 0.08222
C -0.20507 0.93875 0.01377
N -1.01466 0.55048 -1.15151
N 2.77222 -0.73180 1.74683
H 0.68173 -0.45415 2.09734
H 1.62381 0.97696 1.95247
H 1.08660 -0.79163 -0.46710
H 1.86659 0.77981 -0.36039
H -0.80423 0.74283 0.90510
H 0.00153 2.00718 0.03384
H -0.39235 0.60445 -1.96058
H -1.63131 1.32090 -1.40413
H 2.75891 -1.15423 2.66628
H 2.75535 -1.53458 1.11375
H -2.71102 -0.41848 -1.43701
H -4.07420 -1.13857 -1.30422
O -3.48548 -0.73151 -1.95175

Cartesian forces, eV/Å:
0.2903 -0.0526 0.0453
0.4473 0.6330 0.5087
-0.5065 -0.4228 0.1464
0.4034 0.7934 -0.8050
-0.4717 -0.4688 -0.6736
-0.3755 -0.3805 0.1129
0.0175 0.4476 0.2024
-0.3363 -0.0751 0.1122
0.2964 -0.1331 -0.3890
-0.0317 -0.1035 0.0443
0.1754 0.1741 -0.0501
0.0234 -0.5695 0.0598
-0.3175 0.0014 0.4297
0.1447 0.1306 0.1713
0.2151 0.1817 0.1303
-0.1700 -0.3267 -0.3218
0.1187 0.0815 -0.1683
0.0773 0.0892 0.4446

Mulliken population analysis, charges in e, atoms 1 to 4: number 1, C, carries -0.63; number 2, C, carries -0.49; number 3, C, carries -0.50; number 4, N, carries -0.67